# H28O14

14 unconnected molecules or ions with the total composition H28O14 at a distorted geometry (the ωB97M-V functional and the def2-TZVPD basis, OMol25).

The geometry in ORCA input format:
```
! wB97M-V def2-TZVPD RIJCOSX def2/J DEFGRID3
* xyz 0 1
O 1.94 2.76 3.12
H 1.37 2.10 2.83
H 1.67 2.76 4.04
O 1.45 1.12 -2.32
H 1.52 1.16 -3.29
H 0.87 0.34 -2.22
O -2.68 -2.01 -0.96
H -2.98 -1.74 -0.09
H -3.19 -2.77 -1.00
O -3.07 -0.47 1.38
H -3.58 0.33 1.36
H -2.15 -0.23 1.25
O 1.29 3.57 0.04
H 2.12 3.93 -0.26
H 1.25 2.76 -0.42
O -0.73 2.69 1.85
H -0.58 3.41 2.49
H -0.02 2.88 1.21
O -0.51 -0.26 0.70
H -0.16 -1.00 0.17
H 0.30 0.33 0.77
O 2.06 0.69 0.89
H 2.58 0.40 0.11
H 2.66 0.62 1.64
O -1.16 2.10 -0.88
H -1.07 2.32 -1.82
H -1.01 1.20 -0.67
O -0.11 -0.12 3.36
H -0.68 0.45 3.81
H -0.51 -0.32 2.52
O 0.40 -2.92 -0.01
H -0.27 -3.36 0.52
H 1.13 -2.63 0.57
O 2.57 -2.11 -1.98
H 2.15 -2.26 -2.84
H 1.88 -2.27 -1.35
O -0.64 -0.64 -2.31
H -0.84 -0.99 -3.16
H -1.46 -0.84 -1.87
O -0.25 -3.70 -2.48
H -0.96 -4.21 -2.86
H -0.59 -3.06 -1.86
*
```

Values from the calculation:
**Energy relative to the best compared isomer or geometry (same formula, charge and spin)**: 1.432 eV
**LUMO energy**: -0.0009 hartree
**Max |F|**: 3.4 eV Å⁻¹
**HOMO level**: -10.323 eV